The following is a quantum chemistry calculation of a structure of composition C37H37N3PSSm at a distorted geometry, from the Open Molecules 2025 dataset.

**2S+1**: 6
**Charge**: +2
**HOMO level (spin up / spin down)**: -0.4623 / -0.4627 hartree
**Molecular weight**: 737.12 g/mol
**⟨S²⟩**: 8.781
**E**: -81458.11025 eV
**Relative energy (zero: lowest compared OMol25 entry of this formula, charge and spin)**: 0.00 kcal/mol

Each line ends with the Löwdin charge.
Atoms and positions in Å:
Sm: -0.76 0.17 0.38  1.42
C: -0.02 4.14 -0.99  -0.06
C: -0.61 3.97 0.41  -0.37
C: 0.53 3.85 1.44  -0.08
C: -1.61 2.83 0.50  -0.27
C: -2.00 2.34 1.78  -0.07
C: -3.10 1.47 1.91  -0.03
C: -3.87 1.09 0.78  -0.29
C: -5.19 0.38 0.93  -0.03
C: -3.42 1.49 -0.50  -0.05
C: -2.31 2.37 -0.65  -0.08
H: 0.72 4.97 -1.01  0.11
H: -0.78 4.35 -1.76  0.09
H: 0.53 3.23 -1.31  0.06
H: -1.13 4.91 0.66  0.16
H: 1.07 2.90 1.36  0.01
H: 0.13 3.90 2.48  0.09
H: 1.26 4.67 1.30  0.10
H: -1.41 2.63 2.66  0.12
H: -3.38 1.08 2.90  0.14
H: -6.04 1.11 0.92  0.12
H: -5.24 -0.17 1.89  0.09
H: -5.38 -0.31 0.09  0.09
H: -3.97 1.16 -1.39  0.13
H: -1.96 2.66 -1.64  0.11
C: -3.18 -2.40 1.14  -0.04
C: -2.25 -2.35 2.29  -0.29
C: -2.49 -3.22 3.39  -0.01
C: -1.63 -3.28 4.45  0.03
C: -0.48 -2.45 4.42  -0.15
C: 0.49 -2.52 5.46  -0.01
C: 1.62 -1.70 5.42  -0.05
C: 1.81 -0.80 4.35  -0.09
C: 0.87 -0.69 3.29  -0.63
S: 1.24 0.46 2.08  0.61
C: -0.28 -1.55 3.32  -0.23
N: -1.17 -1.51 2.26  0.00
H: -4.24 -2.42 1.47  0.11
H: -3.01 -3.30 0.49  0.12
H: -3.05 -1.50 0.52  0.02
H: -3.40 -3.86 3.36  0.14
H: -1.79 -3.95 5.29  0.14
H: 0.31 -3.22 6.28  0.13
H: 2.38 -1.73 6.22  0.13
H: 2.69 -0.14 4.31  0.11
N: 1.25 -1.63 -1.64  -0.11
P: 1.65 0.01 -1.26  0.92
C: 1.72 0.77 -2.88  -0.36
C: 0.58 1.42 -3.34  -0.13
C: 0.57 2.08 -4.57  -0.06
C: 1.72 2.07 -5.38  -0.05
C: 2.86 1.39 -4.94  -0.05
C: 2.88 0.72 -3.71  -0.06
C: 3.36 -0.21 -0.79  -0.40
C: 4.20 0.91 -0.89  -0.10
C: 5.57 0.78 -0.64  -0.06
C: 6.11 -0.45 -0.27  -0.05
C: 5.28 -1.57 -0.12  -0.06
C: 3.90 -1.45 -0.36  -0.08
C: 0.00 -2.07 -1.97  -0.39
C: -0.13 -3.32 -2.61  0.02
C: -1.40 -3.78 -2.97  0.00
C: -2.53 -2.92 -2.72  -0.04
C: -2.31 -1.71 -2.10  -0.14
N: -1.06 -1.29 -1.66  -0.06
H: 2.02 -2.23 -1.91  0.11
H: -0.33 1.43 -2.73  0.06
H: -0.34 2.60 -4.90  0.12
H: 1.72 2.56 -6.37  0.12
H: 3.75 1.38 -5.57  0.12
H: 3.78 0.17 -3.41  0.12
H: 3.79 1.87 -1.23  0.12
H: 6.21 1.66 -0.74  0.12
H: 7.19 -0.54 -0.08  0.12
H: 5.67 -2.55 0.18  0.12
H: 3.23 -2.31 -0.22  0.10
H: 0.79 -3.89 -2.83  0.13
H: -1.53 -4.77 -3.42  0.13
H: -3.55 -3.21 -3.00  0.12
H: -3.13 -1.00 -1.92  0.10